No. 1
Computed, not measured: C56H53F3N11O5S6Ti as an isolated structure, with wB97M-V/def2-TZVPD.

Each line ends with the Löwdin charge.
Cartesian coordinates (Å):
H: -4.842 3.345 -2.193  0.127
H: 6.901 -2.630 3.330  0.111
H: -4.437 -0.229 -1.656  0.133
H: -3.358 3.160 3.205  0.093
C: -1.797 -0.871 4.157  -0.657
H: 1.737 -4.233 -3.944  0.115
C: 0.863 -6.369 0.631  -0.066
N: -0.179 0.157 -2.394  -0.238
C: -5.676 7.037 -3.408  -0.079
C: 4.640 -6.530 -2.608  -0.055
H: 1.514 -4.396 5.659  0.115
S: 0.557 -2.634 -1.878  0.907
S: -0.865 3.211 -2.413  0.784
N: 2.964 -3.030 0.474  -0.348
H: -6.271 5.117 -2.662  0.112
H: 4.515 -7.450 -3.163  0.113
H: 2.847 0.213 3.180  0.112
H: -2.073 5.660 -3.260  0.082
C: -2.134 4.885 3.554  -0.229
Ti: 0.216 -0.202 0.015  0.864
C: -4.614 7.839 -3.794  -0.084
F: -2.713 -1.690 3.637  0.141
H: -0.226 -8.065 1.345  0.114
O: 0.017 0.870 3.454  -0.280
O: -0.882 -0.597 1.731  -0.443
C: 3.737 -0.404 3.232  -0.048
N: -3.127 3.846 -1.142  -0.106
C: -4.013 5.565 5.497  -0.082
H: -1.121 6.679 4.143  0.113
H: 4.879 -0.556 -2.962  0.116
C: -3.773 4.453 0.010  -0.097
C: 6.027 -4.693 -1.900  -0.057
H: -0.218 -3.113 1.208  0.074
C: 4.185 -1.353 -3.194  -0.049
H: 1.407 -8.595 3.119  0.113
C: 6.012 -2.015 3.307  -0.058
C: -3.317 7.344 -3.736  -0.072
C: 1.863 -3.256 3.887  -0.050
H: -1.804 -0.395 -3.861  0.093
H: -3.330 3.247 -3.108  0.082
C: -0.572 -4.254 2.998  -0.060
H: -0.576 3.616 2.744  0.077
H: -1.594 -4.195 -1.106  0.106
H: 2.616 -6.506 -1.889  0.121
C: -4.145 5.240 -2.904  -0.220
H: -5.033 3.772 4.907  0.107
C: 4.811 -0.055 4.035  -0.046
H: -6.688 7.416 -3.452  0.105
H: 6.694 -6.282 -3.171  0.112
C: -5.439 5.744 -2.962  -0.053
H: -2.487 7.966 -4.042  0.106
N: -1.685 4.365 1.166  -0.074
H: 6.979 -4.178 -1.910  0.115
H: 2.746 -0.689 -1.747  0.092
C: -2.910 6.377 5.285  -0.075
C: 0.657 -7.453 1.469  -0.055
H: 5.079 -3.236 -0.624  0.104
O: 0.949 0.402 -1.539  -0.328
H: 6.782 -0.577 4.695  0.112
C: -2.448 0.017 -1.993  -0.446
C: 3.578 -6.007 -1.892  -0.063
C: -0.665 -3.468 -2.893  -0.297
H: -2.328 6.052 0.077  0.148
F: -0.804 -1.597 4.664  0.147
H: -2.903 -0.740 0.446  0.064
C: -1.640 -4.151 -2.186  -0.069
H: 3.821 -5.275 1.905  0.109
C: -1.740 -3.980 -4.958  -0.057
C: -3.082 6.051 -3.295  -0.036
C: 2.713 -6.967 2.629  -0.051
C: 3.760 -4.828 -1.181  -0.298
O: -2.291 1.160 2.613  -0.290
H: -3.162 5.755 1.618  0.129
C: -2.740 5.282 0.736  -0.083
H: -3.448 -5.286 -2.340  0.110
C: 2.003 -5.603 0.806  -0.311
H: 3.834 -4.047 -5.213  0.114
H: -4.793 8.848 -4.141  0.105
H: -3.221 0.855 0.567  0.052
N: 1.870 -0.666 0.951  -0.324
H: -4.195 3.696 0.680  0.136
H: 5.417 -2.204 -4.730  0.111
N: -2.611 -0.109 -3.329  0.204
C: -1.209 3.489 0.285  -0.635
C: -3.889 3.844 -2.392  -0.132
S: 0.081 2.483 0.649  0.780
C: 4.971 -4.160 -1.173  -0.061
N: -3.577 0.082 -1.237  -0.018
S: 2.327 -4.235 -0.289  0.876
C: -2.723 -4.675 -4.267  -0.070
N: 1.088 -4.143 -1.164  -0.347
C: -0.082 -4.626 4.241  -0.057
C: 1.132 -4.123 4.685  -0.057
C: 2.406 -3.403 -3.759  -0.086
N: 0.040 -1.996 -0.623  -0.339
F: -2.357 -0.178 5.147  0.151
H: -0.652 -5.296 4.871  0.115
H: 3.426 -7.199 3.409  0.115
C: -1.822 3.519 -1.099  -0.720
C: -4.177 4.414 4.739  -0.066
H: -1.780 -3.910 -6.036  0.112
C: 4.486 -2.277 -4.183  -0.068
C: 3.819 -1.570 2.482  -0.323
H: -0.369 5.342 2.443  0.140
H: -2.775 7.276 5.871  0.106
C: -1.978 6.039 4.313  -0.041
O: -0.021 -1.035 -3.004  -0.289
H: 4.979 -3.277 1.901  0.088
C: -3.242 4.072 3.775  -0.039
H: -4.744 5.828 6.250  0.105
C: -2.677 -4.753 -2.881  -0.063
H: 0.039 -2.784 -4.803  0.116
H: -3.514 -0.372 -3.683  0.111
H: 0.161 -6.110 -0.149  0.105
S: -1.168 0.310 2.886  0.494
C: 5.943 -0.858 4.071  -0.058
H: 2.809 -2.875 4.246  0.112
N: -3.552 -0.013 0.158  0.065
H: -4.582 5.086 -0.354  0.131
C: 2.985 -1.422 -2.500  -0.052
H: -1.526 -4.633 2.653  0.120
C: 1.575 -7.749 2.466  -0.055
N: -1.290 0.156 -1.409  -0.026
C: 3.598 -3.306 -4.460  -0.060
C: -1.108 4.537 2.508  -0.101
C: 2.936 -5.888 1.791  -0.052
C: -0.706 -3.358 -4.272  -0.072
C: 2.099 -2.438 -2.811  -0.293
H: 4.764 0.848 4.628  0.116
C: 5.865 -5.872 -2.610  -0.058
C: 1.370 -2.911 2.636  -0.282
S: 2.375 -1.939 1.510  0.849
C: 0.150 -3.395 2.186  -0.094
H: -3.528 -5.152 -4.809  0.109
C: 4.939 -2.384 2.508  -0.069

The value obtained for the HOMO-LUMO gap is 7.3 eV. Its HOMO energy is -9.6 eV. The charge is +1.

***

No. 2
Computed, not measured: a 5-piece molecular cluster, C56H54FN2O12PS overall at a distorted geometry, with wB97M-V/def2-TZVPD.

Each line ends with the Löwdin charge.
Cartesian coordinates (Å):
C: -0.063 3.400 0.552  0.046
O: -1.614 2.733 -1.834  0.158
H: -4.772 -7.345 11.026  0.123
C: -1.704 2.060 7.671  0.016
C: -0.964 -3.075 9.925  0.023
C: 2.127 1.904 2.856  -0.192
H: 2.993 2.218 2.272  0.120
C: 0.994 -1.756 8.299  0.027
N: 3.025 6.896 -5.643  -0.124
H: -0.332 -4.822 -2.078  0.084
H: 1.586 8.261 -4.914  0.083
C: 0.534 -4.184 -2.131  -0.106
H: 3.622 5.111 -3.738  0.098
O: 2.311 5.040 -6.712  0.056
C: -3.609 0.529 7.453  -0.396
H: -0.815 2.653 0.767  0.131
C: 3.119 -1.799 -4.749  -0.158
H: -2.580 1.049 9.312  0.126
C: 2.023 -2.606 -1.556  -0.105
O: 0.888 -3.941 11.092  0.105
H: 0.983 -1.936 -4.588  0.097
C: 2.877 5.521 -5.749  -0.446
H: -1.633 -3.609 10.589  0.119
C: -2.749 1.581 5.411  0.028
H: -3.440 -0.864 -6.238  0.077
C: -1.719 2.291 6.209  -0.364
C: 0.461 2.712 -3.075  0.004
C: -2.977 -0.716 -5.264  -0.062
C: -1.131 -5.821 -5.532  0.023
H: -3.230 1.406 -5.341  0.120
C: -1.405 -2.312 8.930  0.018
H: -7.779 -4.869 9.058  0.123
C: 1.556 5.020 1.263  -0.011
C: -4.344 -4.845 8.677  -0.373
O: -7.284 -6.769 10.751  0.111
C: -4.022 -5.927 9.641  0.019
C: -0.873 -4.680 -6.449  -0.378
C: -6.731 -5.112 9.172  0.023
C: -4.980 -6.553 10.318  0.023
O: -1.975 0.998 -3.844  -0.133
C: 1.450 4.916 -2.504  -0.256
H: -4.382 0.231 5.427  0.124
H: 3.584 7.074 -3.574  0.064
C: -2.423 0.696 -5.150  -0.262
C: -0.459 -1.597 8.042  -0.360
H: 1.720 8.190 -6.703  0.084
H: 3.096 1.239 -7.336  -0.011
H: 1.399 1.473 2.167  0.116
H: 3.805 8.491 -4.575  0.089
C: -1.268 -7.060 -5.997  0.025
C: 1.429 3.689 -3.354  -0.021
H: -0.829 -6.458 -9.416  0.123
H: 0.918 6.912 -5.820  0.086
C: -0.684 0.509 -3.543  -0.143
C: -1.167 -7.356 -7.448  -0.386
C: -6.412 -6.196 10.136  -0.385
C: -5.772 -4.486 8.495  0.027
H: -5.978 -3.691 7.789  0.124
H: 3.855 -0.999 -4.829  0.044
O: -0.912 3.030 5.681  0.093
H: -0.669 0.230 -2.488  0.143
H: -0.573 -4.132 -8.547  0.122
C: 0.325 3.686 3.022  -0.159
C: -3.625 0.764 5.988  0.026
O: -3.469 -4.270 8.064  0.093
H: 1.746 -0.754 -3.506  0.112
C: -0.901 -6.217 -8.363  0.022
C: 1.400 -0.026 -5.510  -0.133
H: -1.198 -5.581 -4.478  0.112
O: -1.294 -8.484 -7.870  0.111
C: 1.849 5.344 -0.047  0.015
H: -2.456 -2.172 8.719  0.101
H: 0.430 -0.220 -5.964  0.111
C: 3.878 7.405 -4.569  -0.073
F: 2.564 0.872 3.696  -0.071
H: 0.311 -3.012 -0.237  0.088
H: 4.218 -2.200 -2.932  0.123
C: 1.432 -2.523 9.294  0.024
H: -3.697 -0.868 -4.462  0.081
C: -0.764 -4.978 -7.900  0.022
C: 3.519 -2.733 -3.576  -0.122
C: 1.189 4.671 -1.067  -0.089
C: 1.378 1.317 -4.808  -0.134
C: 0.240 3.705 -0.767  -0.074
H: -1.454 -7.907 -5.350  0.124
H: 1.660 -1.221 7.634  0.123
O: -4.402 -0.221 7.981  0.093
H: -0.936 2.580 8.229  0.125
C: 0.862 -3.226 -1.137  -0.094
H: -0.506 -0.400 -4.108  0.091
C: 1.743 7.619 -5.776  -0.043
C: 1.496 -4.115 -3.100  -0.120
C: 2.324 2.309 -5.086  -0.261
H: -0.517 2.996 3.051  0.100
H: -2.171 -1.445 -5.167  0.050
O: 1.657 6.026 -2.953  0.116
C: 2.356 3.520 -4.372  -0.133
P: 3.623 2.048 -6.328  0.451
O: -0.866 -0.898 7.137  0.106
H: 4.923 7.170 -4.767  0.094
C: -2.580 1.244 8.247  0.002
H: 4.043 -3.619 -3.930  0.121
H: -1.652 0.896 -5.903  0.115
H: 2.590 6.094 -0.283  0.122
H: 1.229 2.589 4.637  0.097
H: 0.020 4.574 3.573  0.120
H: 4.307 4.078 -4.972  0.083
H: -2.973 -6.171 9.755  0.122
H: 2.571 -1.814 -1.076  0.116
N: 2.390 -3.139 -2.767  -0.143
C: -0.442 3.004 -1.900  -0.256
H: 2.485 -2.661 9.503  0.122
H: 2.144 -0.037 -6.299  0.060
C: 0.398 1.538 -3.816  -0.050
C: 1.540 3.030 3.693  -0.162
H: 2.299 3.789 3.879  0.111
H: 3.115 -2.369 -5.680  0.114
H: -2.741 1.763 4.344  0.120
S: 5.277 1.328 -5.542  0.131
C: 1.749 -1.166 -4.513  -0.178
H: 3.849 3.263 -6.959  -0.015
O: -0.750 -3.546 -6.038  0.090
C: 0.603 4.049 1.584  -0.209
C: 3.394 4.587 -4.657  -0.064
H: 2.085 5.522 2.064  0.121
H: 1.598 -4.690 -4.006  0.117
C: 0.486 -3.244 10.186  -0.384

The value obtained for the HOMO-LUMO gap is 6.6 eV. The structure (SMILES) is CCOCc1c(CCCCn2cccc2)c([PH2]=S)c(CC(=O)N(C)C)c2c1C(=O)c1cc(CCCF)ccc1C2=O.O=C1C=CC(=O)C=C1.O=C1C=CC(=O)C=C1.O=C1C=CC(=O)C=C1.O=C1C=CC(=O)C=C1. Its HOMO energy is -8.3 eV.

***

No. 3
Computed, not measured: C56H62HfN7O2PSb as an isolated structure, with wB97M-V/def2-TZVPD.

Each line ends with the Löwdin charge.
Cartesian coordinates (Å):
C: 4.124 2.341 -0.858  -0.028
C: 4.812 1.574 0.083  -0.258
C: -5.168 -2.089 2.141  -0.040
H: 0.875 1.029 -6.611  0.075
H: 1.511 -4.175 3.829  0.111
H: -2.151 2.980 -4.961  0.051
C: 2.655 0.811 3.673  -0.034
C: 2.362 -3.642 3.421  -0.067
C: -4.014 2.825 -0.836  -0.029
C: -5.332 -2.372 0.850  -0.037
C: 4.540 -2.323 2.319  -0.084
H: -1.674 7.561 2.414  0.080
H: 1.781 0.456 5.655  0.108
H: -1.055 4.498 -2.695  0.048
C: 2.711 1.229 1.246  -0.151
H: -2.514 0.478 -5.314  0.062
H: -5.353 -2.903 -1.806  0.116
H: -4.955 2.960 -1.339  0.112
C: -1.781 -4.156 2.082  -0.107
H: 0.377 4.441 -4.758  0.059
H: -1.262 -0.880 2.649  0.028
C: 0.825 4.461 -3.764  -0.180
H: 6.760 1.262 0.944  0.084
C: 2.004 1.921 0.258  -0.301
H: -0.660 1.786 -6.218  0.055
H: 1.796 -3.203 -2.538  0.097
H: -1.295 6.773 3.943  0.087
H: 6.775 2.138 -0.588  0.083
C: -0.410 -5.013 -1.917  -0.087
H: 2.530 -6.582 -1.306  0.108
N: 2.077 0.827 2.446  -0.052
N: -1.804 -0.343 1.972  -0.003
C: 1.710 -4.993 -0.122  -0.060
C: 3.301 -2.253 1.701  -0.086
H: -2.083 -2.060 5.305  0.106
H: 4.669 2.812 -1.668  0.123
H: -3.554 -2.199 -3.448  0.098
H: -3.184 2.913 -3.545  0.032
C: -0.402 -4.108 -0.869  -0.096
H: 4.597 0.436 1.882  0.105
C: -3.096 -1.445 0.321  -0.222
N: 0.753 0.580 2.530  0.031
H: -2.089 0.513 2.444  0.106
H: -2.453 5.308 1.512  0.122
C: 1.182 4.125 1.614  0.000
C: 0.645 -5.905 -2.077  -0.076
C: -1.999 -2.457 4.298  -0.068
C: 2.202 -2.911 2.246  -0.270
C: -1.049 3.834 0.869  -0.138
C: -4.451 -2.415 -1.457  -0.023
C: -3.444 1.629 -0.404  -0.121
C: -1.414 5.002 1.532  0.018
O: 0.478 -1.611 -2.265  -0.164
C: -2.976 -4.012 2.664  -0.060
C: 0.368 1.660 -5.877  -0.169
H: 6.491 0.401 -0.569  0.088
H: 1.101 5.496 -3.551  0.075
C: 0.259 3.327 0.910  -0.237
H: 0.848 2.637 -5.903  0.052
H: 5.653 -3.090 3.986  0.109
H: -3.769 -4.722 2.464  0.109
C: 3.596 -3.694 4.054  -0.060
P: 0.601 -2.919 1.405  0.871
N: -2.060 3.180 0.113  -0.083
C: -3.859 -1.640 2.724  -0.213
H: -6.277 -2.764 0.488  0.116
H: 1.582 5.876 2.751  0.118
Hf: -0.454 0.191 0.167  1.655
H: 2.684 0.453 -2.261  0.083
H: -1.246 -5.022 -2.606  0.115
C: -0.491 5.769 2.220  -0.274
H: 1.728 -2.017 -3.897  0.100
C: 2.755 2.493 -0.774  -0.025
H: -0.051 7.683 3.092  0.079
C: 1.707 -5.889 -1.184  -0.072
H: 0.099 -2.323 4.286  0.095
C: 0.509 0.405 3.822  -0.125
H: -1.219 -3.405 -0.761  0.098
C: -0.127 3.917 -2.708  -0.430
H: 1.750 3.879 -3.811  0.061
H: 0.364 -3.131 -3.588  0.098
C: 0.658 -4.098 0.040  -0.254
H: -4.035 1.360 -5.360  0.076
H: 2.217 3.820 1.671  0.113
O: 0.598 -1.512 0.665  -0.496
C: 4.687 -3.038 3.501  -0.068
H: 2.223 3.082 -1.514  0.105
H: -3.827 0.630 -0.516  0.108
C: 4.087 1.026 1.129  0.005
C: -3.197 1.088 -4.716  -0.181
C: -0.639 -3.328 2.471  -0.351
C: -0.900 7.015 2.953  -0.046
H: -3.582 0.455 -3.915  0.045
H: 2.535 -4.994 0.580  0.107
C: -2.385 -1.305 -1.930  -0.230
H: 3.183 -1.688 0.787  0.083
Sb: -0.800 1.883 -2.920  1.462
H: 5.396 -1.827 1.877  0.102
C: 6.290 1.334 -0.036  -0.033
H: -5.981 -2.269 2.837  0.117
N: -2.138 -1.010 -0.617  -0.093
C: 2.521 -0.507 -1.765  -0.044
H: 3.031 -1.293 -2.307  0.086
H: 0.095 -0.002 -4.526  0.033
C: 0.819 5.306 2.232  -0.029
C: -2.970 -1.135 1.626  -0.221
H: -1.645 -0.939 -2.622  0.052
H: 3.707 -4.257 4.971  0.111
C: 0.435 1.038 -4.487  -0.423
C: -3.450 -2.005 -2.389  -0.091
C: -3.099 3.792 -0.487  -0.057
H: 0.637 -6.615 -2.894  0.109
C: 1.675 0.534 4.587  -0.020
C: -4.296 -2.136 -0.141  -0.168
H: 3.701 1.030 3.798  0.131
N: -2.251 1.841 0.161  -0.033
H: -4.044 -0.817 3.432  0.145
C: 1.164 -2.552 -3.139  -0.002
H: 1.468 1.004 -4.132  0.036
H: -4.027 -3.101 4.290  0.136
H: 2.975 -0.376 -0.782  0.059
H: -1.622 -4.973 1.386  0.103
C: -0.791 -2.642 3.744  -0.174
H: -3.104 4.862 -0.610  0.137
C: -2.504 2.324 -4.161  -0.424
C: -3.256 -2.835 3.559  -0.256
N: 0.599 2.113 0.316  -0.127
H: -0.485 0.179 4.172  0.106
H: 0.295 4.010 -1.706  0.014
C: 1.054 -0.674 -1.585  -0.254

The value obtained for the HOMO-LUMO gap is 5.9 eV. Its HOMO energy is -8.1 eV. The charge is +1.